This record from the Open Molecules 2025 dataset describes a structure of composition C37H83F3InN8O13. The level of theory is the ωB97M-V functional and the def2-TZVPD basis.

Results
- charge = -1
- highest occupied orbital energy (eV) = -4.2

Each line ends with the Löwdin charge.
Cartesian coordinates (Å):
C -3.238 -2.793 3.239  -0.082
C -2.222 -1.936 2.502  -0.285
O -2.860 -1.228 1.458  -0.151
C -2.192 -0.027 1.107  -0.181
C -1.024 -0.248 0.117  -0.242
O 0.164 0.380 0.520  -0.266
C 0.178 1.808 0.323  -0.283
In 0.607 2.821 2.256  0.791
C -0.220 4.904 2.388  -0.242
C -0.926 5.030 3.711  -0.323
O -0.991 6.421 4.155  -0.144
C -1.613 6.563 5.390  -0.142
C -0.670 7.182 6.410  -0.589
F 0.164 8.086 5.872  0.132
F 0.102 6.267 7.023  0.130
F -1.357 7.827 7.388  0.104
O 2.637 2.969 2.702  -0.361
C 3.136 2.231 3.774  -0.362
C 2.615 2.708 5.147  -0.196
O 2.235 1.631 5.999  -0.167
C 0.879 1.552 6.377  -0.302
C 0.279 0.202 5.983  -0.098
H -2.714 -3.604 3.758  0.067
H -3.774 -2.220 4.000  0.069
H -3.958 -3.245 2.553  0.072
H -1.744 -1.239 3.206  0.116
H -1.411 -2.561 2.100  0.116
H -2.943 0.632 0.658  0.122
H -1.804 0.496 1.990  0.094
H -1.319 0.106 -0.882  0.110
H -0.868 -1.330 0.051  0.105
H -0.829 2.142 0.028  0.039
H 0.848 2.061 -0.507  0.035
H -0.248 1.891 3.521  -0.021
H -0.889 5.112 1.551  0.033
H 0.639 5.583 2.384  0.037
H -0.385 4.475 4.492  0.076
H -1.946 4.631 3.644  0.117
H -2.518 7.181 5.335  0.135
H -1.913 5.591 5.806  0.138
H 4.235 2.353 3.776  0.101
H 2.951 1.149 3.698  0.088
H 3.420 3.241 5.673  0.111
H 1.810 3.435 4.991  0.095
H 0.288 2.365 5.943  0.084
H 0.814 1.658 7.472  0.107
H 0.568 -0.583 6.686  0.061
H -0.807 0.265 5.875  0.065
H 0.671 -0.062 4.995  0.062
C 5.057 -0.685 3.767  -0.353
O 4.570 -0.360 2.708  0.032
N 6.371 -0.944 3.969  -0.195
C 6.885 -1.315 5.271  -0.070
C 7.275 -0.842 2.841  -0.049
H 4.452 -0.785 4.687  0.138
H 7.623 -0.584 5.612  0.090
H 7.351 -2.300 5.232  0.069
H 6.070 -1.335 5.991  0.072
H 7.255 0.166 2.425  0.092
H 6.979 -1.533 2.050  0.089
H 8.284 -1.081 3.171  0.082
C -1.336 -3.088 -2.942  -0.358
O -2.040 -2.401 -2.229  0.020
N -0.063 -2.790 -3.277  -0.194
C 0.715 -3.644 -4.146  -0.072
C 0.539 -1.569 -2.755  -0.027
H -1.689 -4.031 -3.395  0.131
H 1.618 -3.998 -3.641  0.085
H 1.014 -3.096 -5.044  0.084
H 0.118 -4.501 -4.451  0.075
H 0.554 -1.582 -1.667  0.082
H -0.041 -0.701 -3.071  0.093
H 1.556 -1.485 -3.132  0.087
C -1.635 -3.528 -7.571  -0.382
O -1.974 -4.195 -6.608  -0.008
N -1.801 -2.199 -7.666  -0.187
C -1.396 -1.458 -8.844  -0.056
C -2.407 -1.495 -6.545  -0.024
H -1.160 -3.972 -8.461  0.131
H -0.648 -0.706 -8.584  0.088
H -2.255 -0.957 -9.294  0.091
H -0.976 -2.142 -9.578  0.081
H -1.814 -1.631 -5.640  0.083
H -3.407 -1.882 -6.348  0.095
H -2.468 -0.436 -6.781  0.088
C -4.162 8.264 1.653  -0.367
O -3.674 7.192 1.372  0.028
N -3.470 9.383 1.955  -0.195
C -4.141 10.621 2.274  -0.078
C -2.009 9.350 1.964  -0.032
H -5.257 8.424 1.684  0.126
H -3.860 11.407 1.567  0.085
H -3.880 10.955 3.282  0.085
H -5.219 10.479 2.224  0.075
H -1.626 9.066 0.988  0.078
H -1.662 8.613 2.692  0.087
H -1.638 10.338 2.228  0.085
C -3.462 -4.761 -10.104  -0.364
O -2.869 -4.144 -10.974  -0.004
N -3.938 -6.008 -10.231  -0.186
C -4.623 -6.688 -9.146  -0.049
C -3.759 -6.702 -11.493  -0.038
H -3.653 -4.333 -9.106  0.123
H -4.086 -7.593 -8.873  0.070
H -5.633 -6.964 -9.444  0.087
H -4.670 -6.030 -8.280  0.089
H -2.698 -6.794 -11.731  0.091
H -4.236 -6.151 -12.304  0.091
H -4.202 -7.692 -11.415  0.083
C 7.504 -4.629 7.649  -0.352
O 8.069 -4.224 6.651  0.007
N 6.171 -4.768 7.778  -0.194
C 5.565 -5.262 8.996  -0.063
C 5.316 -4.408 6.655  -0.024
H 8.056 -4.930 8.556  0.130
H 4.999 -6.176 8.801  0.088
H 4.887 -4.518 9.418  0.090
H 6.340 -5.482 9.727  0.080
H 5.577 -5.007 5.783  0.099
H 5.457 -3.360 6.405  0.064
H 4.276 -4.581 6.919  0.090
C -4.867 -10.268 -8.317  -0.351
O -5.502 -9.663 -9.160  0.002
N -4.422 -11.530 -8.458  -0.199
C -3.666 -12.201 -7.421  -0.059
C -4.717 -12.232 -9.695  -0.042
H -4.596 -9.818 -7.347  0.138
H -2.679 -12.489 -7.789  0.089
H -4.188 -13.099 -7.084  0.089
H -3.539 -11.533 -6.572  0.084
H -4.294 -11.697 -10.547  0.091
H -5.794 -12.303 -9.846  0.092
H -4.290 -13.231 -9.648  0.084
C 1.341 9.390 1.264  -0.339
O 0.628 9.185 0.303  0.014
N 2.368 10.268 1.272  -0.200
C 3.194 10.469 2.443  -0.062
C 2.641 11.020 0.062  -0.050
H 1.209 8.863 2.224  0.141
H 3.142 11.507 2.780  0.085
H 4.236 10.224 2.227  0.088
H 2.846 9.823 3.246  0.084
H 1.775 11.620 -0.220  0.089
H 2.863 10.345 -0.765  0.091
H 3.493 11.674 0.235  0.081

This record from the Open Molecules 2025 dataset describes a structure of composition C35H41Cl2F3KN3O2Sb. The level of theory is the ωB97M-V functional and the def2-TZVPD basis.

Results
- charge = +1
- highest occupied orbital energy (eV) = -10.7

Each line ends with the Löwdin charge.
Cartesian coordinates (Å):
K 0.505 -1.419 2.165  0.809
C -2.447 -3.449 0.861  -0.042
C -1.011 -3.837 0.899  -0.328
C -0.395 -4.414 2.019  -0.043
C 1.014 -4.664 2.100  -0.255
C 1.648 -5.085 3.457  -0.024
C 1.735 -4.594 0.904  -0.004
C 1.161 -3.962 -0.235  -0.286
C 1.952 -3.741 -1.472  -0.058
C -0.206 -3.666 -0.243  -0.041
H -2.912 -3.368 1.876  0.073
H -2.896 -4.276 0.239  0.115
H -2.645 -2.543 0.298  0.073
H -0.944 -4.724 2.901  0.116
H 2.496 -4.504 3.711  0.061
H 1.943 -6.149 3.259  0.103
H 0.878 -4.944 4.251  0.072
H 2.759 -4.886 0.865  0.113
H 1.880 -4.679 -2.102  0.112
H 3.042 -3.615 -1.267  0.089
H 1.645 -2.859 -2.064  0.067
H -0.670 -3.418 -1.175  0.113
N -0.615 1.569 4.721  0.173
C 0.717 1.780 4.005  -0.295
C 1.718 0.794 4.610  -0.111
C 3.040 0.924 3.854  -0.354
N 2.938 0.382 2.434  0.025
C 3.511 2.358 3.933  -0.108
C 2.493 3.410 3.449  -0.420
N 2.267 3.657 2.067  0.022
C 1.138 3.226 4.184  -0.102
H -0.932 0.524 4.571  0.092
H -1.322 2.120 4.261  0.144
H -0.711 1.954 5.725  0.208
H 0.430 1.648 2.959  0.149
H 1.352 -0.262 4.580  0.098
H 1.893 1.100 5.661  0.145
H 3.727 0.323 4.469  0.152
H 3.832 -0.074 2.201  0.087
H 2.697 1.068 1.700  0.070
H 4.551 2.432 3.668  0.123
H 3.434 2.536 5.011  0.121
H 2.989 4.309 3.798  0.131
H 3.174 3.917 1.550  0.131
H 1.663 4.480 1.963  0.086
H 0.461 4.033 3.873  0.128
H 1.305 3.428 5.278  0.144
F 2.983 1.505 -7.338  0.053
C 2.187 1.247 -6.262  -0.251
C 1.279 2.238 -5.870  0.011
C 0.361 2.062 -4.818  -0.168
C 0.454 0.991 -4.029  -0.422
C 1.475 0.037 -4.335  -0.099
C 2.399 0.150 -5.423  0.010
Sb -1.235 0.536 -2.750  1.447
C -2.388 0.242 -4.648  -0.353
C -2.794 1.196 -5.623  -0.102
C -3.311 0.765 -6.830  -0.023
C -3.464 -0.562 -7.101  -0.255
F -3.699 -0.835 -8.416  0.052
C -3.070 -1.541 -6.162  0.000
C -2.624 -1.101 -4.911  -0.172
C -1.871 2.595 -2.498  -0.440
C -3.215 2.836 -2.775  -0.118
C -3.767 4.082 -2.336  0.017
C -2.907 5.053 -1.814  -0.257
F -3.453 6.268 -1.672  0.064
C -1.493 4.840 -1.653  -0.006
C -0.986 3.599 -2.046  -0.140
H 1.076 3.034 -6.545  0.108
H -0.454 2.763 -4.763  0.085
H 1.506 -0.845 -3.706  0.064
H 3.175 -0.579 -5.623  0.114
H -2.438 2.231 -5.485  0.102
H -3.511 1.530 -7.561  0.123
H -3.066 -2.609 -6.427  0.124
H -2.311 -1.892 -4.222  0.081
H -3.877 2.098 -3.193  0.088
H -4.714 4.363 -2.585  0.085
H -0.830 5.671 -1.387  0.114
H 0.075 3.391 -1.832  0.105
Cl -1.720 -2.701 7.263  0.567
C -1.729 -3.043 5.468  -1.006
Cl -3.363 -3.012 4.891  0.652
C -0.803 -2.033 4.762  -0.784
O -1.285 -0.931 4.389  -0.117
O 0.376 -2.468 4.678  -0.080
H -1.252 -4.011 5.413  0.050

This record from the Open Molecules 2025 dataset describes a structure of composition C31H32AsClInN4O8S. The level of theory is the ωB97M-V functional and the def2-TZVPD basis.

Results
- charge = -1
- highest occupied orbital energy (alpha / beta) (eV) = -4.9 / -4.9

Each line ends with the Löwdin charge.
Cartesian coordinates (Å):
In -1.783 -0.387 -0.749  0.744
C 0.608 0.261 -3.707  -0.046
C 1.393 1.461 -3.964  -0.331
N 2.363 1.943 -3.218  0.044
N 2.902 1.183 -2.345  0.011
C 3.447 0.089 -2.666  -0.626
O 3.805 -0.307 -3.762  0.024
C 3.878 -0.623 -1.335  -0.119
C 4.670 0.020 -0.411  0.011
C 5.154 -0.810 0.738  -0.095
C 5.033 -2.357 0.470  0.056
C 4.426 -2.901 -0.692  -0.011
C 3.622 -2.012 -1.444  0.084
C 0.914 2.481 -4.932  -0.161
C -10.926 0.557 0.449  0.158
C -8.499 1.259 0.931  -0.741
C -9.230 0.578 0.349  -0.272
C 0.675 0.863 4.816  0.059
N 0.197 3.050 -5.670  0.119
H -0.034 0.546 -2.812  0.036
H -0.250 0.048 -4.332  0.086
H 1.143 -0.622 -3.416  0.064
H 4.709 1.109 -0.612  0.129
H 5.969 -0.416 1.319  0.101
H 5.440 -3.044 1.192  0.045
H 4.687 -3.951 -0.835  0.104
H 2.875 -2.399 -2.114  0.131
H -10.633 2.145 0.863  0.116
H 4.190 -0.671 1.665  0.266
H 1.893 2.021 0.526  0.057
H 5.430 -7.006 -0.951  0.018
O 0.094 0.066 4.166  -0.050
As -0.390 2.471 1.034  1.169
O -0.799 0.844 0.479  -0.795
O 1.315 2.123 1.366  -0.432
C -0.198 3.486 -0.731  -0.317
C 1.038 4.160 -0.931  -0.129
C 1.192 4.894 -2.062  -0.100
C 0.077 5.157 -2.944  -0.079
C -1.216 4.586 -2.728  -0.037
C -1.281 3.696 -1.532  -0.382
S -2.961 3.083 -1.233  1.030
O -2.608 4.880 0.355  0.018
O -4.028 3.478 2.478  0.108
O -3.534 1.690 -1.175  -0.585
H 5.222 -4.329 2.138  -0.240
H 1.891 4.176 -0.261  0.102
H 2.261 5.282 -2.400  0.150
H 0.218 5.829 -3.883  0.129
H -2.107 4.645 -3.339  0.089
C 0.357 -4.379 3.972  -0.090
N 0.264 -4.110 2.574  -0.150
C 0.198 -2.731 2.179  -0.062
C -0.297 -5.083 1.714  -0.523
C 0.088 -6.466 2.070  -0.045
O -0.903 -4.846 0.699  0.052
H 0.615 -3.556 4.644  0.086
H 1.089 -5.111 4.220  0.065
H -0.625 -4.651 4.454  0.102
H -0.838 -2.467 2.065  0.070
H 0.767 -2.767 1.223  0.104
H 0.597 -1.921 2.753  0.056
H 0.804 -6.704 2.849  0.073
H 0.579 -6.841 1.165  0.012
H -0.610 -7.228 2.354  0.076
Cl -7.118 1.392 1.783  0.766
C -5.951 5.489 -3.033  0.183
C 5.391 -4.257 3.756  -0.234
C 4.636 -4.789 2.806  -0.378
C -2.902 3.578 0.361  -0.655
C -3.438 2.969 1.398  -0.368
C -3.515 1.444 1.280  -0.089
C -3.556 0.200 1.276  0.002
H -5.615 4.745 -3.939  -0.017
H -5.546 4.924 -2.273  -0.165
H -1.779 4.834 0.880  0.112
H -3.460 3.142 3.143  0.103
H 1.880 -6.219 0.043  0.142
H -3.369 -0.911 1.432  0.062

This record from the Open Molecules 2025 dataset describes an isolated molecule of C18H20ClNO3S. The level of theory is the ωB97M-V functional and the def2-TZVPD basis.

Results
- charge = 0
- SMILES = COc1ccccc1OCC(=O)NCCSCc1cccc(Cl)c1
- highest occupied orbital energy (eV) = -8.4

Each line ends with the Löwdin charge.
Cartesian coordinates (Å):
C 2.860 -3.937 1.112  -0.085
H 3.676 -3.235 1.276  0.093
O 1.895 -3.233 0.370  -0.074
C 0.749 -3.889 0.019  -0.199
C 0.446 -5.202 0.333  -0.023
C -0.756 -5.762 -0.079  -0.094
C -1.657 -5.015 -0.805  -0.093
C -1.368 -3.696 -1.130  -0.016
C -0.176 -3.127 -0.726  -0.182
O 0.220 -1.843 -0.987  -0.042
C -0.641 -0.997 -1.706  -0.088
C -0.012 0.389 -1.833  -0.465
O -0.595 1.298 -2.390  0.042
N 1.210 0.499 -1.289  0.081
H 1.584 -0.304 -0.804  0.143
C 1.889 1.768 -1.195  -0.223
C 1.779 2.349 0.215  -0.460
H 0.794 2.144 0.637  0.070
H 2.543 1.941 0.876  0.072
S 2.013 4.151 0.243  0.862
C 0.372 4.707 -0.378  -0.408
C -0.718 4.216 0.512  -0.311
C -0.921 4.783 1.766  -0.050
C -1.889 4.275 2.613  -0.073
C -2.655 3.185 2.234  -0.110
C -2.445 2.622 0.987  -0.656
C -1.492 3.129 0.119  -0.076
H -1.357 2.683 -0.855  0.091
Cl -3.372 1.244 0.501  0.682
H -3.403 2.776 2.896  0.102
H -2.046 4.723 3.583  0.105
H -0.310 5.617 2.075  0.114
H 0.446 5.793 -0.375  0.079
H 0.254 4.346 -1.398  0.078
H 1.398 2.431 -1.913  0.104
H 2.937 1.654 -1.481  0.122
H -0.834 -1.380 -2.718  0.148
H -1.607 -0.874 -1.195  0.128
H -2.083 -3.122 -1.699  0.108
H -2.592 -5.447 -1.127  0.103
H -0.976 -6.787 0.175  0.102
H 1.138 -5.802 0.901  0.104
H 3.237 -4.806 0.561  0.097
H 2.465 -4.264 2.079  0.097

Energy above the lowest of the compared OMol25 structures with the same formula, charge and spin (computed, kcal/mol): 6.5; 44.0; 958.4; 18.3